A structure of composition C3H10FN5O3S3 at a distorted geometry, computed with ωB97M-V with the def2-TZVPD basis set.

Geometry as ORCA input:
```
! wB97M-V def2-TZVPD RIJCOSX def2/J DEFGRID3
* xyz 0 1
C 3.576 1.234 -0.697
C -2.671 1.176 -0.004
C -3.345 -1.299 0.536
N 1.735 -1.351 -0.419
N -0.217 0.265 -1.078
N -0.507 -1.381 0.820
N 2.103 1.106 -0.769
N -2.529 -0.239 -0.235
O 3.931 1.786 0.595
O -1.327 -1.997 -1.447
O 1.493 -2.380 1.878
F 1.365 0.037 1.617
S 1.241 -0.237 -1.510
S -1.119 -0.904 -0.550
S 1.013 -1.411 0.937
H 3.562 1.246 1.303
H 3.966 0.214 -0.776
H 4.173 1.793 -1.538
H -3.512 1.682 -0.403
H -2.684 1.433 1.147
H -1.798 1.660 -0.383
H -2.636 -2.141 0.350
H -3.262 -1.049 1.635
H -4.352 -1.307 -0.080
H 1.800 2.064 -0.928
*
```

The HOMO-LUMO gap comes out at 10.416 eV. The total energy is -1914.0335 a.u. The calculation puts the HOMO energy at -9.9 eV. The energy above the lowest of the compared OMol25 structures with the same formula, charge and spin comes out at 110.1 kJ/mol.

---

A structure of composition CHO3PS at a distorted geometry, computed with ωB97M-V with the def2-TZVPD basis set.

Geometry as ORCA input:
```
! wB97M-V def2-TZVPD RIJCOSX def2/J DEFGRID3
* xyz 0 1
C -1.080 -0.777 0.041
O 0.642 -2.727 -0.091
O -2.029 1.702 0.060
O -3.612 -0.164 -0.032
P -0.797 -2.579 0.014
S -2.272 0.297 0.028
H 0.277 -0.315 0.071
*
```

The HOMO-LUMO gap comes out at 8.850 eV. The total energy is -1003.8464 a.u. The calculation puts the HOMO energy at -10.4 eV. The energy above the lowest of the compared OMol25 structures with the same formula, charge and spin comes out at 394.1 kJ/mol.

---

A cluster of 9 separate species, C26H63BF4N2O14PS5 in total at a distorted geometry, computed with ωB97M-V with the def2-TZVPD basis set.

Geometry as ORCA input:
```
! wB97M-V def2-TZVPD RIJCOSX def2/J DEFGRID3
* xyz 1 1
N -4.755 0.391 -0.181
H -5.765 0.289 -0.143
H -4.323 0.216 0.728
H -4.463 1.341 -0.511
H -4.383 -0.372 -0.789
N -2.382 -1.720 3.728
H -2.619 -1.070 4.482
H -1.486 -1.316 3.413
H -3.125 -1.733 3.039
H -2.254 -2.635 4.159
B -1.631 0.353 1.097
F -2.790 0.608 1.915
F -1.102 -0.897 1.484
F -2.022 0.291 -0.249
F -0.695 1.358 1.286
C -0.412 -0.825 -5.605
C -0.057 -0.715 -4.102
C -0.691 0.542 -3.491
S -1.302 1.483 -4.883
O -0.238 2.178 -5.554
O -2.482 2.213 -4.499
C -1.653 0.010 -5.857
H -0.627 -1.871 -5.818
H 0.423 -0.442 -6.186
H 1.011 -0.572 -3.919
H -0.278 -1.582 -3.481
H -0.060 1.183 -2.878
H -1.596 0.304 -2.926
H -1.755 0.401 -6.866
H -2.553 -0.440 -5.444
C -2.152 -3.915 -0.433
C -2.985 -4.950 -1.201
C -4.046 -4.161 -1.965
S -3.201 -2.660 -2.469
O -3.961 -1.535 -1.957
O -2.874 -2.669 -3.864
C -1.720 -2.926 -1.490
H -1.314 -4.396 0.072
H -2.726 -3.443 0.370
H -3.401 -5.720 -0.551
H -2.347 -5.511 -1.890
H -4.840 -3.922 -1.259
H -4.456 -4.660 -2.838
H -1.345 -1.952 -1.175
H -0.993 -3.381 -2.165
C -2.043 4.461 0.859
C -1.048 4.277 -0.294
C -1.762 3.473 -1.371
S -3.477 4.007 -1.289
O -4.304 2.822 -1.076
O -3.867 4.899 -2.338
C -3.340 4.948 0.244
H -1.710 5.206 1.590
H -2.163 3.551 1.454
H -0.184 3.750 0.114
H -0.671 5.238 -0.645
H -1.761 2.421 -1.082
H -1.344 3.587 -2.367
H -4.264 4.751 0.784
H -3.297 5.988 -0.070
C 2.675 -3.402 4.185
C 2.939 -2.986 2.736
C 1.586 -2.825 2.097
S 0.630 -4.202 2.674
O 0.959 -5.375 1.917
O -0.765 -3.800 2.801
C 1.400 -4.246 4.299
H 2.510 -2.502 4.784
H 3.520 -3.877 4.680
H 3.599 -3.709 2.254
H 3.455 -2.026 2.724
H 1.500 -2.657 1.029
H 1.092 -1.980 2.580
H 1.556 -5.298 4.529
H 0.675 -3.803 4.975
C -0.483 2.442 5.580
C -0.156 1.511 6.782
C 1.016 0.603 6.436
S 0.975 0.372 4.677
O 0.151 -0.791 4.364
O 2.309 0.417 4.146
C 0.055 1.855 4.276
H -0.095 3.443 5.745
H -1.568 2.498 5.529
H -1.015 0.934 7.123
H 0.133 2.117 7.640
H 0.997 -0.362 6.935
H 1.940 1.131 6.664
H -0.774 1.486 3.672
H 0.634 2.499 3.622
C 6.024 3.867 -1.768
C 4.829 3.535 -2.650
O 4.546 2.131 -2.530
P 3.159 1.553 -3.023
O 2.203 2.567 -3.406
O 3.551 0.520 -4.125
C 4.307 -0.673 -3.812
C 3.397 -1.871 -3.772
O 2.673 0.627 -1.834
C 2.672 1.146 -0.487
C 3.023 0.016 0.446
H 5.974 3.312 -0.831
H 6.966 3.620 -2.258
H 6.063 4.935 -1.552
H 3.952 4.124 -2.386
H 5.063 3.778 -3.688
H 5.003 -0.796 -4.639
H 4.840 -0.529 -2.875
H 3.958 -2.808 -3.748
H 2.791 -1.878 -2.862
H 2.752 -1.887 -4.649
H 3.437 1.926 -0.432
H 1.708 1.602 -0.265
H 3.962 -0.454 0.153
H 3.126 0.359 1.477
H 2.235 -0.737 0.413
*
```

The HOMO-LUMO gap comes out at 8.274 eV. The total energy is -4948.0951 a.u. The calculation puts the HOMO energy at -11.2 eV. The energy above the lowest of the compared OMol25 structures with the same formula, charge and spin comes out at 0.0 kJ/mol.

---

A structure of composition C5H17IrN2O at a distorted geometry, computed with ωB97M-V with the def2-TZVPD basis set.

Geometry as ORCA input:
```
! wB97M-V def2-TZVPD RIJCOSX def2/J DEFGRID3
* xyz 1 6
C -2.976 -1.519 0.051
Ir -1.544 -0.462 -0.923
N -0.262 0.040 -2.468
H -2.755 0.253 -1.758
H 0.028 1.025 -2.456
H -2.435 -1.783 -0.987
H -4.038 -1.526 -0.186
H -2.768 -0.484 0.419
H -2.701 -2.234 0.826
H 0.599 -0.520 -2.479
H -0.706 -0.131 -3.374
C 2.619 0.143 1.366
N 1.333 0.066 0.673
C 0.943 -1.306 0.365
C 0.520 1.120 0.534
C 0.772 2.448 1.186
O -0.488 1.058 -0.264
H 3.177 -0.769 1.126
H 2.473 0.198 2.458
H 3.197 1.013 1.023
H 0.851 -1.880 1.298
H -0.029 -1.368 -0.213
H 1.751 -1.760 -0.225
H 1.601 2.980 0.705
H -0.142 3.039 1.041
H 0.977 2.362 2.260
*
```

The HOMO-LUMO gap (alpha / beta) comes out at 6.099 / 6.082 eV. The total energy is -489.1581 a.u. The calculation puts the HOMO energy (alpha / beta) at -8.9 / -13.3 eV.

---

A cluster of 4 separate species, C18H27BrF9O8S in total at a distorted geometry, computed with ωB97M-V with the def2-TZVPD basis set.

Geometry as ORCA input:
```
! wB97M-V def2-TZVPD RIJCOSX def2/J DEFGRID3
* xyz 1 1
C 3.575 -2.102 1.019
C 4.368 -0.911 0.244
Br 6.125 -1.632 -0.304
C 4.480 0.383 1.207
S 2.794 0.736 1.903
C 1.751 1.383 0.511
C 0.185 1.036 0.619
C -0.190 -0.059 1.712
O -0.179 0.099 2.944
O -0.627 -1.342 1.196
H 2.433 -1.977 0.908
H 3.910 -3.111 0.605
H 3.813 -2.034 2.145
H 3.699 -0.593 -0.628
H 5.193 0.133 2.076
H 4.899 1.293 0.665
H 2.981 1.827 2.748
H 1.834 2.528 0.483
H 2.200 0.992 -0.457
H -0.142 0.690 -0.431
H -0.386 2.015 0.800
H -0.823 -1.194 0.236
C 1.895 -5.365 -3.338
C 0.654 -4.711 -3.911
O 0.377 -3.470 -3.238
C 1.076 -2.400 -3.661
O 1.895 -2.428 -4.538
C 0.646 -1.151 -2.898
F 0.533 -1.366 -1.564
F -0.553 -0.697 -3.310
F 1.508 -0.128 -3.040
H 1.798 -5.490 -2.256
H 2.060 -6.344 -3.793
H 2.781 -4.750 -3.510
H -0.211 -5.356 -3.747
H 0.741 -4.557 -4.990
C -3.752 -0.932 2.925
C -3.306 -1.703 4.151
O -4.174 -1.433 5.263
C -5.324 -2.137 5.297
O -5.647 -2.946 4.470
C -6.123 -1.789 6.551
F -6.170 -0.461 6.780
F -5.589 -2.350 7.654
F -7.397 -2.209 6.485
H -3.824 0.137 3.148
H -3.046 -1.071 2.104
H -4.741 -1.253 2.593
H -2.307 -1.377 4.447
H -3.250 -2.776 3.954
C -2.127 5.902 -2.768
C -1.354 4.780 -3.433
O 0.058 5.054 -3.414
C 0.702 4.755 -2.274
O 0.175 4.287 -1.296
C 2.193 5.049 -2.412
F 2.432 6.238 -2.994
F 2.818 4.121 -3.166
F 2.829 5.071 -1.225
H -1.882 6.862 -3.230
H -3.202 5.733 -2.854
H -1.872 5.983 -1.710
H -1.644 4.705 -4.483
H -1.568 3.813 -2.970
*
```

The HOMO-LUMO gap comes out at 9.304 eV. The total energy is -5174.7276 a.u. The calculation puts the HOMO energy at -12.9 eV.

---

A cluster of 3 separate species, C14H24F6NO4SSi in total at a distorted geometry, computed with ωB97M-V with the def2-TZVPD basis set.

Geometry as ORCA input:
```
! wB97M-V def2-TZVPD RIJCOSX def2/J DEFGRID3
* xyz 1 1
C -0.357 -4.030 1.996
Si 0.312 -3.268 0.412
C -0.005 -4.351 -1.085
C -0.530 -1.599 0.175
C 2.154 -2.856 0.722
C 2.804 -1.843 -0.196
N 4.174 -1.777 0.345
C 4.625 -2.924 0.692
S 3.433 -4.167 0.581
H -0.089 -5.075 2.061
H -1.429 -3.892 2.013
H 0.061 -3.482 2.830
H -0.862 -4.968 -0.839
H 0.791 -5.036 -1.352
H -0.311 -3.758 -1.932
H -0.019 -0.871 0.797
H -0.557 -1.275 -0.855
H -1.526 -1.673 0.587
H 2.216 -2.406 1.710
H 2.305 -0.908 -0.388
H 2.965 -2.381 -1.133
H 4.700 -0.916 0.421
H 5.628 -3.028 1.062
C 3.354 3.648 0.531
C 3.029 3.380 1.986
O 1.606 3.383 2.215
C 0.944 2.288 1.904
O 1.388 1.268 1.452
C -0.547 2.467 2.235
F -1.007 3.638 1.776
F -0.732 2.426 3.565
F -1.252 1.474 1.678
H 2.896 4.581 0.204
H 4.432 3.722 0.395
H 2.977 2.853 -0.112
H 3.421 4.174 2.615
H 3.454 2.440 2.334
C -3.548 1.969 -0.209
C -4.596 1.329 -1.091
O -4.595 1.910 -2.410
C -3.651 1.475 -3.230
O -2.810 0.657 -2.987
C -3.800 2.159 -4.601
F -3.987 3.481 -4.459
F -4.857 1.644 -5.250
F -2.705 1.959 -5.339
H -3.691 3.050 -0.168
H -3.610 1.568 0.799
H -2.547 1.783 -0.595
H -5.593 1.505 -0.694
H -4.455 0.251 -1.166
*
```

The HOMO-LUMO gap comes out at 8.750 eV. The total energy is -2190.2661 a.u. The calculation puts the HOMO energy at -13.0 eV.

---

A structure of composition C27H21Br2IrN3OP, computed with ωB97M-V with the def2-TZVPD basis set.

Geometry as ORCA input:
```
! wB97M-V def2-TZVPD RIJCOSX def2/J DEFGRID3
* xyz 2 1
Ir 0.245 0.609 1.219
C -2.978 -0.173 -0.160
C -2.403 1.191 -0.318
C -3.270 2.311 -0.624
C -2.843 3.578 -0.450
C -1.455 3.875 -0.185
C -0.867 5.091 -0.149
Br -1.884 6.659 -0.142
C 0.621 5.256 -0.233
C 2.288 3.817 0.048
Br 4.181 3.883 -0.059
C 1.648 2.413 0.057
O 2.111 1.206 0.260
C -0.541 2.709 -0.161
N -1.145 1.390 -0.080
H -3.890 -0.277 -0.742
H -3.238 -0.322 0.893
H -2.267 -0.941 -0.457
H -4.293 2.099 -0.896
H -3.531 4.405 -0.571
H 0.837 6.269 -0.561
N -0.509 2.634 3.247
P -0.887 0.986 3.101
C -2.584 0.765 3.572
C -3.091 -0.538 3.643
C -4.419 -0.737 3.977
C -5.242 0.354 4.234
C -4.744 1.647 4.149
C -3.416 1.859 3.811
C 0.252 -0.103 3.948
C 1.485 -0.150 3.246
C 2.392 -1.182 3.482
C 2.089 -2.136 4.438
C 0.890 -2.079 5.140
C -0.045 -1.084 4.885
C 0.283 3.271 2.268
C 0.924 4.432 2.262
C 1.573 4.869 0.977
C 1.326 4.197 -1.124
C 0.686 2.789 -1.087
N 0.374 2.527 1.066
H -0.581 3.098 4.143
H -2.456 -1.393 3.440
H -4.813 -1.742 4.041
H -6.279 0.193 4.497
H -5.388 2.492 4.347
H -3.036 2.869 3.733
H 1.878 0.722 2.687
H 3.338 -1.201 2.957
H 2.796 -2.926 4.651
H 0.676 -2.828 5.891
H -0.993 -1.077 5.404
H 0.936 5.085 3.124
H 2.254 5.693 1.169
H 1.687 4.529 -2.091
H 0.646 2.222 -2.012
*
```

The HOMO-LUMO gap comes out at 7.099 eV. The total energy is -6874.0385 a.u. The calculation puts the HOMO energy at -14.6 eV. The energy above the lowest of the compared OMol25 structures with the same formula, charge and spin comes out at 0.0 kJ/mol.

---

A structure of composition C58H52GeIrN4O5PS3 at a distorted geometry, computed with ωB97M-V with the def2-TZVPD basis set.

Geometry as ORCA input:
```
! wB97M-V def2-TZVPD RIJCOSX def2/J DEFGRID3
* xyz 2 1
Ir -0.165 -0.951 -0.288
O -3.074 -1.295 2.286
S -2.382 -1.628 1.095
O -0.964 -2.134 1.249
O -2.197 -0.500 0.107
C -3.214 -2.867 0.188
C -4.450 -3.320 0.613
C -5.099 -4.289 -0.138
C -4.507 -4.781 -1.291
C -3.270 -4.309 -1.709
C -2.596 -3.342 -0.972
P -1.011 -2.691 -1.654
C 0.043 -4.160 -1.740
C 1.147 -4.238 -2.591
C 1.946 -5.369 -2.588
C 1.674 -6.423 -1.727
C 0.597 -6.341 -0.857
C -0.216 -5.218 -0.864
C -1.553 -2.177 -3.302
C -1.287 -2.904 -4.456
C -1.778 -2.462 -5.677
C -2.531 -1.299 -5.747
C -2.800 -0.574 -4.592
C -2.313 -1.009 -3.369
H -4.884 -2.917 1.518
H -6.065 -4.658 0.177
H -5.012 -5.539 -1.875
H -2.832 -4.699 -2.621
H 1.381 -3.422 -3.258
H 2.786 -5.427 -3.268
H 2.299 -7.306 -1.736
H 0.381 -7.152 -0.175
H -1.046 -5.172 -0.172
H -0.697 -3.810 -4.411
H -1.576 -3.032 -6.575
H -2.919 -0.962 -6.699
H -3.401 0.325 -4.644
H -2.537 -0.449 -2.465
S 0.525 0.504 1.488
C 1.821 -0.377 2.091
N 2.209 -0.252 3.343
C 3.311 -1.055 3.876
C 4.377 -1.181 2.826
N 3.779 -1.725 1.603
C 4.695 -2.512 0.751
C 5.853 -1.666 0.283
C 5.635 -0.570 -0.549
C 6.700 0.220 -0.949
C 7.990 -0.081 -0.529
C 8.212 -1.174 0.294
C 7.143 -1.961 0.703
C 2.606 -1.295 1.185
S 2.006 -1.671 -0.349
C 1.437 0.577 4.279
C 1.767 2.045 4.145
C 0.729 2.965 4.084
C 0.998 4.324 4.019
C 2.311 4.769 4.003
C 3.354 3.853 4.046
C 3.082 2.496 4.120
H 2.925 -2.034 4.175
H 3.704 -0.559 4.760
H 5.161 -1.861 3.152
H 4.837 -0.216 2.599
H 4.122 -2.927 -0.074
H 5.054 -3.341 1.362
H 4.632 -0.338 -0.890
H 6.529 1.069 -1.598
H 8.820 0.534 -0.847
H 9.215 -1.416 0.618
H 7.320 -2.817 1.344
H 1.648 0.199 5.280
H 0.377 0.416 4.073
H -0.292 2.608 4.080
H 0.181 5.034 3.973
H 2.525 5.829 3.959
H 4.379 4.198 4.033
H 3.909 1.795 4.167
C -2.666 3.919 -2.272
Ge -2.339 3.168 -0.509
C -1.547 4.428 0.718
C -0.216 4.323 1.118
C 0.348 5.295 1.933
C -0.415 6.372 2.361
C -1.745 6.479 1.977
C -2.307 5.514 1.154
C -3.789 2.013 0.007
C -4.574 1.569 -1.030
C -5.687 0.733 -0.810
C -6.025 0.388 0.465
C -5.258 0.834 1.569
C -5.619 0.473 2.889
C -4.866 0.874 3.951
C -3.705 1.644 3.734
C -3.328 2.007 2.471
C -4.108 1.632 1.347
H -3.725 4.167 -2.348
H -2.423 3.220 -3.073
H -2.090 4.833 -2.413
H 0.386 3.478 0.805
H 1.383 5.208 2.237
H 0.026 7.130 2.995
H -2.341 7.317 2.312
H -3.347 5.614 0.863
H -4.349 1.861 -2.050
H -6.278 0.392 -1.650
H -6.896 -0.227 0.655
H -6.511 -0.123 3.039
H -5.156 0.611 4.959
H -3.121 1.961 4.588
H -2.435 2.605 2.332
C 1.937 0.453 -5.126
N 1.247 0.894 -3.907
C 0.911 2.192 -3.750
C 0.226 2.620 -2.667
C -0.159 1.650 -1.709
O -0.910 1.919 -0.703
N 0.238 0.371 -1.824
C 0.954 -0.054 -2.934
O 1.313 -1.209 -3.071
H 2.646 1.221 -5.425
H 1.213 0.282 -5.921
H 2.461 -0.471 -4.913
H 1.218 2.858 -4.545
H -0.036 3.657 -2.530
*
```

The HOMO-LUMO gap comes out at 6.156 eV. The total energy is -6553.4869 a.u. The calculation puts the HOMO energy at -12.1 eV. The energy above the lowest of the compared OMol25 structures with the same formula, charge and spin comes out at 0.0 kJ/mol.